{
  "formula": "C3H7BS2",
  "method": "wB97M-V/def2-TZVPD",
  "e_above_lowest_ev": 2.574,
  "multiplicity": 1,
  "mol_weight_g_mol": 118.0,
  "homo_energy_ev": -8.902,
  "species": ["C", "B", "S", "C", "C", "S", "H", "H", "H", "H", "H", "H", "H"],
  "positions_angstrom": [[-2.5237, 1.1251, 0.3212], [-1.0849, 0.6065, 0.6412], [-0.7880, -1.0241, -0.2148], [0.9926, -1.4822, -0.3469], [1.8582, -0.7444, 0.5762], [2.3698, 0.7685, 0.0869], [-2.7813, 2.1555, 0.5880], [-3.3748, 0.4612, 0.5638], [-2.4106, 1.0775, -0.7768], [0.0020, 1.2433, 0.5008], [1.2630, -1.6097, -1.4033], [0.9280, -2.6142, 0.0032], [1.9159, -1.1198, 1.6770]]
}